No. 1
This record from the Open Molecules 2025 dataset describes 13 unconnected molecules or ions with the total composition C42H69BF3O21S7. The level of theory is ωB97M-V with the def2-TZVPD basis set.

Cartesian coordinates (Å):
H 5.21550 -0.41588 -0.47616
H 1.89197 0.62415 4.44060
S -1.08051 -2.28463 3.14936
O 5.49689 2.79106 -2.64034
C 2.00773 4.04968 -4.75519
C 0.67651 -2.27132 3.68803
H 1.05616 6.95515 -1.06181
H -3.01555 -5.72194 -2.45747
O -1.89800 -3.05881 4.13744
C -0.89285 -3.41952 1.77237
S 2.50121 2.32757 -4.54369
H -0.67302 -6.06467 -0.98726
H -3.92089 -7.89751 -3.16492
C -2.36146 -1.70099 -1.88376
C 4.81556 -0.25713 3.88095
C 0.76610 0.36219 0.46190
C 0.54589 -4.26200 -1.31146
H -2.43862 -0.64604 -6.41427
C 3.50277 1.03340 6.55719
C -0.49008 0.83951 1.17625
H -1.98100 2.51525 4.87054
H -3.56199 1.79422 4.98808
C 2.59200 -4.23954 -0.05777
O 0.41929 -0.24598 -0.65222
H -1.72648 2.00750 7.41560
O -1.38726 4.95392 -3.97459
H 2.96857 0.23982 2.89991
C 1.65354 6.37671 -0.36264
C -1.19310 6.23185 -4.54771
O -2.41985 5.83162 -2.15178
H 1.01903 4.05388 -5.22907
C 6.20521 -1.86442 2.79758
S 2.18354 2.23277 6.12381
H -1.05494 6.06217 -5.61513
H -2.12919 0.35998 8.07483
F -6.89687 -4.75302 -0.33637
H -3.37884 1.29321 7.25290
H 3.78522 -0.79032 -1.51713
H -3.11394 3.95498 -0.66323
H 0.89185 -3.18175 4.25213
H 2.68370 6.74778 -0.33180
H 7.15380 3.82233 -1.95438
H 1.15903 2.09236 3.88002
S -1.91005 0.21623 5.72433
O -1.45536 0.42729 -2.15222
H -4.15841 -0.91666 0.34751
H -7.66748 -6.96047 -1.29091
H 6.39838 4.43829 -3.48179
H 6.79862 -0.85951 4.53204
H 0.75807 -6.97737 0.68368
H 4.49279 1.19703 6.12702
H -2.41186 2.19156 -5.27875
H 1.31606 6.58086 0.65518
O -2.66962 -0.37744 -3.88034
C -2.30658 1.09706 7.29404
H 3.64896 4.65952 0.79166
C 1.04020 -6.05339 0.19654
O -1.49235 0.67744 0.30858
C -6.12730 -5.51726 -1.13758
S -4.83923 -2.65457 2.03195
H 3.69813 0.41341 -0.19605
O -1.91756 3.64930 -2.36961
C -2.42100 3.24093 -1.11978
H -5.21609 -0.26235 1.62866
C 2.25227 -5.43814 0.56865
C 5.07152 2.12400 -1.58361
H -0.89937 2.91219 -5.88605
H 3.29287 -1.31306 1.12391
C -4.85056 -5.10664 -1.46080
O 0.41765 4.05424 -0.57723
S -1.86458 1.43106 -7.51638
C -2.23181 -0.42525 -2.76251
C -2.52535 1.58577 4.70826
O -2.77315 -1.00106 5.64674
H -1.79057 -3.67508 1.20941
H 1.39742 2.19303 -2.22760
H -3.04749 2.36935 -1.29611
H 1.31757 0.77241 -3.23481
O -0.63769 0.86784 -8.22996
S 1.80416 4.59709 -0.73461
B -1.02585 -0.10445 -0.82213
O -4.59260 -2.69595 3.51100
C -5.87560 -7.53831 -2.38079
H 3.55341 -3.76905 0.10637
C 2.03680 1.70555 4.39482
H -6.81681 -2.31348 0.77581
H -2.50054 1.29646 3.66103
C 1.30585 1.86428 -3.26029
H 1.37353 -2.23537 2.84794
O 1.86636 0.47354 0.93548
H -6.96972 -1.63505 2.39884
O 5.04909 2.55426 -0.45373
O -2.87222 -2.74773 -2.14992
H -6.18030 -8.52720 -2.69441
O 0.97658 1.75601 6.87815
H -3.59897 -0.59424 1.95383
C 6.22994 3.99310 -2.50734
H 5.64730 4.69717 -1.90737
C 4.32683 -0.02290 -0.97035
O 4.75693 0.90389 -1.96329
H -4.46148 -4.13121 -1.20677
H -1.68765 3.06472 -0.34113
H 2.70706 4.64248 -5.33566
H -0.17846 -3.08518 1.01586
C 2.67089 4.17654 0.79096
C -4.44516 -1.00246 1.39434
C -1.96443 4.90562 -2.76459
H 2.06792 4.40964 1.66706
H 1.67790 4.53206 -3.82989
C 1.70833 -3.62001 -0.92785
H -7.19100 -3.36713 2.21106
C -2.93514 0.05508 -7.08179
C -6.67632 -6.68819 -1.62893
C 0.21335 -5.48971 -0.75641
O -1.63403 -1.46999 -0.79544
F 2.03819 -2.42363 -1.43656
H 5.42639 -2.77198 1.02746
C -4.54734 -7.18008 -2.65165
C -4.04056 -5.96662 -2.21702
H -0.05964 -3.67974 -1.99634
C 4.09834 -1.26871 1.84659
O -0.57764 1.37799 2.23739
H 2.97231 1.94889 3.89180
C -1.49685 2.00213 -5.83792
C 5.98134 -0.98173 3.83065
H 4.64305 0.49027 4.64579
C 3.82575 -0.41674 2.90974
H 0.30935 2.11203 -3.63062
O 2.12273 1.59280 -5.80090
H 2.87740 3.10547 0.78612
H 3.67507 1.20908 7.61992
H -0.28211 6.69613 -4.16513
H 0.89669 -1.45104 4.37054
H -3.20661 -0.47084 -7.99694
H 3.16714 0.01901 6.35003
H -0.51344 -4.39168 2.09855
H -0.87650 1.33224 -5.24232
C -6.64101 -2.51018 1.83450
C 5.28106 -2.00202 1.77448
F 7.36978 -2.53599 2.74901
H -2.05684 6.87915 -4.40226
H -3.86272 0.43469 -6.65426
H 2.84706 -5.77688 1.40409

The HOMO energy is -5.951 eV. The calculation puts the total energy at -6333.64217 a.u. The total charge is -1. Its orbital gap is 0.2764 Ha.

Atom charges from the Löwdin analysis, given in e for atoms 1 to 99: number 1, H, carries 0.092; number 2, H, carries 0.033; number 3, S, carries 0.810; number 4, O, carries -0.014; number 5, C, carries -0.259; number 6, C, carries -0.227; number 7, H, carries 0.048; number 8, H, carries 0.097; number 9, O, carries -0.535; number 10, C, carries -0.263; number 11, S, carries 0.828; number 12, H, carries 0.104; number 13, H, carries 0.095; number 14, C, carries -0.380; number 15, C, carries -0.072; number 16, C, carries -0.349; number 17, C, carries -0.010; number 18, H, carries 0.046; number 19, C, carries -0.263; number 20, C, carries -0.370; number 21, H, carries 0.056; number 22, H, carries 0.050; number 23, C, carries -0.018; number 24, O, carries 0.242; number 25, H, carries 0.037; number 26, O, carries -0.029; number 27, H, carries 0.049; number 28, C, carries -0.249; number 29, C, carries -0.053; number 30, O, carries 0.127; number 31, H, carries 0.033; number 32, C, carries -0.286; number 33, S, carries 0.841; number 34, H, carries 0.094; number 35, H, carries 0.044; number 36, F, carries 0.046; number 37, H, carries 0.043; number 38, H, carries 0.094; number 39, H, carries 0.101; number 40, H, carries 0.058; number 41, H, carries 0.044; number 42, H, carries 0.099; number 43, H, carries 0.048; number 44, S, carries 0.790; number 45, O, carries 0.219; number 46, H, carries 0.043; number 47, H, carries 0.112; number 48, H, carries 0.094; number 49, H, carries 0.118; number 50, H, carries 0.101; number 51, H, carries 0.036; number 52, H, carries 0.057; number 53, H, carries 0.057; number 54, O, carries 0.143; number 55, C, carries -0.256; number 56, H, carries 0.054; number 57, C, carries -0.103; number 58, O, carries 0.216; number 59, C, carries -0.280; number 60, S, carries 0.810; number 61, H, carries 0.063; number 62, O, carries 0.009; number 63, C, carries -0.045; number 64, H, carries 0.054; number 65, C, carries -0.063; number 66, C, carries -0.627; number 67, H, carries 0.025; number 68, H, carries 0.083; number 69, C, carries 0.002; number 70, O, carries -0.529; number 71, S, carries 0.824; number 72, C, carries -0.379; number 73, C, carries -0.269; number 74, O, carries -0.534; number 75, H, carries 0.053; number 76, H, carries 0.032; number 77, H, carries 0.096; number 78, H, carries 0.058; number 79, O, carries -0.566; number 80, S, carries 0.833; number 81, B, carries -0.902; number 82, O, carries -0.533; number 83, C, carries -0.089; number 84, H, carries 0.094; number 85, C, carries -0.265; number 86, H, carries 0.042; number 87, H, carries 0.018; number 88, C, carries -0.239; number 89, H, carries 0.033; number 90, O, carries 0.113; number 91, H, carries 0.048; number 92, O, carries 0.108; number 93, O, carries 0.139; number 94, H, carries 0.097; number 95, O, carries -0.565; number 96, H, carries 0.039; number 97, C, carries -0.038; number 98, H, carries 0.087; number 99, C, carries -0.022



No. 2
This record from the Open Molecules 2025 dataset describes 3 unconnected molecules or ions with the total composition C42H71BIN3O7S2. The level of theory is ωB97M-V with the def2-TZVPD basis set.

Cartesian coordinates (Å):
H -2.65036 -2.72963 8.30830
H 1.56752 7.50104 -1.15711
N 4.38557 3.12714 -3.06390
H -4.29741 1.04088 1.54944
O 2.29601 1.75928 -6.14042
C -1.74793 -1.64214 6.69201
H -2.92379 -1.70941 4.14989
H 3.90794 3.83424 0.74455
H 4.22751 -0.52506 -2.00026
C 2.40091 0.87989 -5.27842
H -5.27557 1.70625 -0.70583
H -6.45915 -0.97348 -2.46598
H -2.24138 -6.66741 2.22400
H -2.22051 1.12542 -4.84560
H 1.07185 4.86392 0.55386
C 4.04252 -0.03031 -0.97252
C 1.25477 -3.80386 1.36740
O 3.16401 5.22556 2.11756
H 1.17524 -2.71533 1.30433
H 2.61951 0.12110 -3.23865
C 5.94526 1.19573 -3.32874
H 0.47289 4.09010 -3.17552
C -4.27210 0.21109 0.76262
C 2.07523 3.35094 -0.88969
C 1.70066 -3.74179 -2.48852
H -1.95945 -3.98602 3.92711
C -0.82752 -3.01874 -2.81041
O 4.13836 6.18729 -1.37546
H -1.86598 -3.16087 -3.26012
C 5.26552 2.55133 -5.49820
H -1.03704 -0.38764 5.10497
H -2.99576 -6.35396 3.79808
S -5.24677 0.86917 -4.22729
C -3.38102 -0.71293 8.46949
C 1.98122 1.76582 -1.37694
C -2.08148 -6.69525 3.30447
H 5.27190 1.47435 -5.92976
H -1.91430 -7.73802 3.58728
H -1.52379 -2.56703 6.14994
I 3.42105 -0.96839 -5.96979
C 0.32505 -4.00512 -3.16924
H 2.54880 -4.47626 -2.72610
H -1.99232 -0.99198 10.11026
C -1.96050 -0.51421 5.68006
N -4.54318 -0.14243 -1.70841
H 0.57005 5.93381 -1.21774
C 3.35860 1.35808 -0.68489
O 4.50793 -0.69605 0.01067
C -1.65844 1.35470 -3.86452
H -0.27346 2.82815 -2.13053
H 4.03552 5.19378 2.58067
H 3.08291 3.05213 2.20118
C 1.63280 3.87182 0.57973
H 1.58210 -4.06924 2.37623
H -3.77987 -2.27698 7.05315
H -3.71514 0.10290 7.82074
H 1.19266 6.67686 -2.77688
H -5.53486 -3.03855 -3.49731
H -1.44642 -1.12246 -1.64609
H 6.32721 2.96667 -5.66524
H 6.99286 1.21580 -3.81825
C 5.03266 2.41132 -3.93067
H 4.19357 2.16238 -0.73549
B 2.85415 5.59536 -1.60119
C -3.09979 -0.78573 4.70811
O 3.92390 5.24597 -4.67135
H -0.01851 2.13499 -5.23067
C 3.00603 3.94514 1.46689
H -5.59721 -1.90379 -1.13762
H 3.11105 1.34221 0.45339
H -0.04244 0.78020 -1.53358
C -2.92627 -1.91055 7.63337
C 1.46811 6.48410 -1.66583
S -2.94661 2.06361 -2.69552
C -4.70658 -2.32380 -3.13016
C 2.81997 4.41494 -4.38791
H 0.01955 -6.22688 3.24975
O 1.84484 4.56227 -5.18915
H 0.04036 -5.55104 1.03836
H -2.69854 0.62729 10.01817
H -4.71769 -0.77455 1.17305
H -1.17947 3.39221 -4.58286
C -5.16724 0.58126 -0.53823
C 0.38251 2.94160 -3.06703
H -0.22339 -3.80362 3.81847
H -3.98922 -2.96559 -2.50977
O 1.13183 -0.44358 -0.30595
C -5.40888 -1.29553 -2.10181
H 3.00752 -2.46588 -1.09334
H -3.18264 0.03352 3.98901
H 5.49464 0.17653 -3.60230
C -1.07142 -4.35678 3.40045
H -1.42990 0.16007 8.88509
H 4.16321 6.94525 -2.01953
C 0.80730 -1.49205 -1.19470
H 4.47446 3.12120 -6.07953
H -1.33520 -2.92938 1.82320
C 1.95721 -2.52538 -1.52426
C 1.89216 0.84384 -3.77986
H -1.20829 0.42289 -3.38536
H 0.89842 0.24506 -3.77795
H 0.15654 -4.88103 -3.87353
C -1.21897 -4.01505 1.91450
H -2.15083 -4.45064 1.53518
C 2.95309 3.36063 -3.17367
H -4.05876 -0.87136 5.22525
H 0.26400 1.39503 0.14536
H -0.74657 -5.94891 4.79985
C -0.54122 2.47151 -4.28314
C -0.89093 -5.84180 3.71938
H -0.85378 -1.41751 7.28486
H -6.21409 0.14640 -0.37777
H -4.25469 -1.01314 9.05776
H 2.03211 -4.12850 0.67202
C -4.33432 0.80929 -2.80983
C -0.06985 -4.46205 1.01330
H 0.96755 3.13070 1.13282
C -0.55630 -1.81342 -1.84940
H 6.12614 1.32147 -2.20094
H -4.22829 -1.82326 -4.03612
H -3.18627 -0.02541 0.44475
H -2.13409 0.43615 6.19494
H -0.32142 -4.20318 -0.02094
C 0.79944 0.87230 -0.74000
C -2.30907 -0.20282 9.42276
C 1.84066 2.20519 -2.94783
N 2.63934 4.09564 -1.85897

The HOMO energy is -7.497 eV. The calculation puts the total energy at -3452.35604 a.u. The total charge is 0. Its orbital gap is 0.2406 Ha.

Atom charges from the Löwdin analysis, given in e for atoms 1 to 99: number 1, H, carries 0.110; number 2, H, carries 0.080; number 3, N, carries 0.136; number 4, H, carries 0.072; number 5, O, carries -0.014; number 6, C, carries -0.225; number 7, H, carries 0.061; number 8, H, carries 0.125; number 9, H, carries 0.114; number 10, C, carries -0.701; number 11, H, carries 0.119; number 12, H, carries 0.106; number 13, H, carries 0.065; number 14, H, carries 0.084; number 15, H, carries 0.124; number 16, C, carries -0.203; number 17, C, carries -0.107; number 18, O, carries -0.087; number 19, H, carries 0.066; number 20, H, carries 0.085; number 21, C, carries -0.054; number 22, H, carries 0.122; number 23, C, carries -0.094; number 24, C, carries -0.046; number 25, C, carries -0.049; number 26, H, carries 0.093; number 27, C, carries -0.047; number 28, O, carries 0.106; number 29, H, carries 0.070; number 30, C, carries -0.047; number 31, H, carries 0.104; number 32, H, carries 0.075; number 33, S, carries 0.660; number 34, C, carries -0.274; number 35, C, carries -0.176; number 36, C, carries -0.114; number 37, H, carries 0.043; number 38, H, carries 0.070; number 39, H, carries 0.097; number 40, I, carries 0.756; number 41, C, carries -0.062; number 42, H, carries 0.095; number 43, H, carries 0.076; number 44, C, carries -0.266; number 45, N, carries -0.224; number 46, H, carries 0.062; number 47, C, carries -0.071; number 48, O, carries -0.014; number 49, C, carries -0.454; number 50, H, carries 0.101; number 51, H, carries 0.111; number 52, H, carries 0.135; number 53, C, carries -0.019; number 54, H, carries 0.071; number 55, H, carries 0.101; number 56, H, carries 0.098; number 57, H, carries 0.104; number 58, H, carries 0.088; number 59, H, carries 0.087; number 60, H, carries 0.111; number 61, H, carries 0.087; number 62, C, carries -0.269; number 63, H, carries 0.134; number 64, B, carries -0.421; number 65, C, carries -0.107; number 66, O, carries -0.154; number 67, H, carries 0.109; number 68, C, carries -0.225; number 69, H, carries 0.128; number 70, H, carries 0.144; number 71, H, carries 0.110; number 72, C, carries -0.228; number 73, C, carries -0.003; number 74, S, carries 0.761; number 75, C, carries -0.110; number 76, C, carries -0.485; number 77, H, carries 0.100; number 78, O, carries -0.030; number 79, H, carries 0.104; number 80, H, carries 0.070; number 81, H, carries 0.079; number 82, H, carries 0.129; number 83, C, carries -0.232; number 84, C, carries -0.110; number 85, H, carries 0.101; number 86, H, carries 0.064; number 87, O, carries -0.101; number 88, C, carries -0.295; number 89, H, carries 0.089; number 90, H, carries 0.060; number 91, H, carries 0.048; number 92, C, carries -0.234; number 93, H, carries 0.065; number 94, H, carries 0.134; number 95, C, carries -0.197; number 96, H, carries 0.078; number 97, H, carries 0.104; number 98, C, carries 0.003; number 99, C, carries -0.103



> Look up the orbital gap of the second one.

0.2406 Ha



> Which formula does entry 2 have?

C42H71BIN3O7S2



> The lowest total charge belongs to which entry?

C42H69BF3O21S7



> The lowest total charge belongs to which entry?

C42H69BF3O21S7